Arrangement w

ORCA calculation (ωB97M-V with the def2-TZVPD basis set) on C36H90O24P6 as an isolated structure.

ORCA input file:
```
! RIJCOSX wB97M-V def2-TZVPD def2/J DEFGRID3
* xyz 0 1
P -4.44 -0.65 2.18
P -2.96 1.88 -6.28
P -0.22 -1.17 -2.01
P 2.36 3.59 2.07
P -0.67 -1.61 3.74
P 3.35 -2.69 1.03
O 3.53 3.40 3.24
O -2.25 2.82 -7.45
O 0.26 -0.99 -3.58
O -5.33 0.22 2.96
O -0.35 -3.10 4.33
O 3.06 -4.09 1.85
O 0.93 3.68 2.86
O 2.24 -2.16 0.30
O -2.76 2.77 -4.92
O 2.35 2.06 1.39
O -4.40 -2.20 2.64
O -4.55 2.04 -6.61
O -2.15 -1.30 3.41
O -1.14 -2.28 -1.78
O -0.70 0.29 -1.65
O 0.42 -1.72 2.53
O -2.44 0.51 -6.11
O 3.79 -1.69 2.24
O -2.91 -0.21 2.29
O 2.70 4.64 1.04
O 1.08 -1.31 -1.10
O 4.70 -3.04 0.21
O -4.73 -0.76 0.52
O -0.07 -0.47 4.71
C 5.82 -2.12 -1.63
C -1.13 4.87 2.14
C -4.27 -2.44 4.01
C 2.16 -5.17 1.37
C -0.43 -1.76 0.30
C 0.17 0.23 -5.78
C 0.89 -3.45 4.88
C 2.61 -6.44 2.09
C 0.47 1.82 5.42
C 5.41 -1.87 -0.18
C -0.18 2.44 -8.54
C -0.47 0.96 4.62
C -4.98 3.14 -7.43
C -1.97 2.01 1.63
C -1.37 2.11 -0.62
C -4.28 -1.84 -1.83
C 2.21 -0.32 0.95
C -5.17 2.68 -8.88
C -0.58 -0.30 -4.50
C -1.64 2.88 -4.06
C 2.87 -1.77 3.35
C -1.72 2.28 -8.63
C -2.56 1.07 2.74
C 1.49 -4.66 4.03
C 2.54 -0.37 4.08
C -0.29 2.84 -4.70
C -4.25 -1.86 -0.24
C -5.53 -2.99 4.72
C 2.28 0.85 2.01
C -1.69 0.64 -0.67
C 5.21 4.13 4.72
C 4.74 4.20 3.25
C -0.30 3.62 2.18
C 2.32 -1.84 -1.56
C 0.04 -2.60 1.53
C 3.49 -0.82 -1.51
H -1.75 0.88 3.44
H 4.52 4.52 5.46
H -4.35 2.12 -9.34
H 0.04 2.77 5.74
H 0.45 1.26 -5.59
H 0.44 -1.27 -0.14
H -0.14 3.71 -5.35
H -3.61 -1.09 -2.24
H 0.32 2.14 -9.46
H 2.30 -5.07 4.63
H 0.26 1.69 -7.89
H 0.77 -3.60 5.95
H -2.14 4.69 1.76
H 0.79 -5.50 4.06
H 2.59 -2.68 -0.92
H -2.03 2.84 -9.52
H -3.22 -2.02 0.06
H -0.72 -3.35 1.78
H -0.46 0.31 -6.67
H -1.28 5.35 3.11
H -3.84 -1.56 4.50
H 1.48 -2.53 4.96
H 0.49 2.78 -3.94
H -5.37 -2.83 5.79
H -1.72 2.33 -3.12
H 5.48 3.10 4.94
H 3.27 0.74 2.45
H -1.61 2.86 2.22
H -1.08 -0.98 0.71
H -0.34 3.15 1.20
H -3.27 1.54 3.41
H -3.56 -3.26 4.07
H 4.79 -0.98 -0.19
H -0.87 2.91 2.77
H -2.74 2.41 0.97
H 6.10 4.76 4.77
H -4.21 3.92 -7.43
H 1.77 0.03 3.43
H -1.98 1.26 -8.89
H 6.24 -1.65 0.50
H -0.31 2.36 -0.59
H 2.21 0.09 -0.06
H 0.12 3.41 -8.14
H 1.02 -0.41 -6.01
H 6.61 -2.85 -1.79
H -1.44 0.10 0.24
H 3.27 0.01 -2.19
H -2.72 0.36 -0.90
H -1.75 3.91 -3.74
H -0.90 -2.27 -0.54
H -0.09 1.91 -5.22
H 2.09 -2.33 -2.51
H 1.90 -2.27 3.30
H -5.93 3.50 -7.05
H 3.47 -0.52 -0.47
H 2.08 -5.23 0.29
H 1.40 2.11 4.93
H 3.69 -6.50 2.17
H 3.41 -2.23 4.18
H 2.14 -0.51 5.09
H -0.22 1.31 3.62
H 4.45 5.20 2.91
H -0.99 0.55 -3.97
H 1.38 -0.94 1.30
H 2.12 -7.37 1.78
H -1.81 2.41 0.33
H -1.38 -0.95 -4.87
H 1.74 -4.29 3.03
H 0.72 1.22 6.30
H 3.13 -0.91 0.94
H 4.43 -1.34 -1.68
H 2.23 -6.13 3.07
H -5.67 -4.06 4.57
H 1.50 0.74 2.77
H -1.92 2.61 -1.42
H -4.78 -2.73 0.15
H 4.97 -2.33 -2.28
H 1.21 -4.71 1.65
H -5.34 -1.71 -2.04
H 5.47 3.82 2.54
H 0.94 -3.12 1.20
H -0.50 5.59 1.61
H 6.34 -1.18 -1.82
H -1.08 1.75 1.05
H -3.91 -2.79 -2.22
H -6.46 -2.49 4.42
H -5.24 3.59 -9.49
H -6.02 2.02 -8.99
H -1.45 1.08 5.08
H 3.45 0.23 4.13
*
```

Computed properties:
Kohn-Sham gap	0.2982	Eh

Arrangement x

ORCA calculation (ωB97M-V with the def2-TZVPD basis set) on a 6-piece molecular cluster, C36H90O24P6 overall.

ORCA input file:
```
! RIJCOSX wB97M-V def2-TZVPD def2/J DEFGRID3
* xyz 0 1
P 4.25 2.30 -5.06
P -2.81 -8.22 2.24
P 0.67 9.24 2.48
P 2.86 -7.22 10.53
P -0.06 0.41 0.34
P -4.95 1.56 -9.39
O -1.14 1.22 1.15
O -0.24 8.09 3.19
O -4.52 2.61 -10.55
O 0.94 10.27 3.70
O -1.62 -8.29 1.01
O -6.37 1.82 -9.11
O -3.68 -9.37 2.52
O 3.39 -6.84 11.90
O -1.90 -7.75 3.53
O 2.86 -6.07 9.44
O -3.63 -6.87 1.77
O -3.71 1.95 -8.39
O -0.33 9.99 1.47
O 5.49 2.79 -6.00
O 4.71 1.99 -3.69
O 3.73 -8.39 9.76
O -4.60 0.11 -10.08
O -0.73 0.10 -1.13
O 3.37 1.20 -5.88
O -0.07 -0.98 1.15
O 1.87 8.68 1.82
O 3.20 3.57 -5.10
O 1.29 -7.62 10.46
O 1.33 0.96 0.24
C -1.38 8.51 3.81
C 5.93 -7.25 9.97
C -1.71 -7.56 -0.13
C 2.06 -4.84 9.61
C -0.37 11.93 0.24
C -4.99 4.15 -12.38
C 2.36 0.71 -8.14
C -3.46 -1.56 -8.42
C -5.28 -5.35 1.27
C 5.13 -8.48 9.56
C -0.14 -8.03 5.10
C 2.46 5.31 -3.54
C -1.92 7.71 5.05
C 1.71 9.82 4.76
C 6.74 2.07 -5.96
C 6.99 1.31 -7.25
C 0.19 10.52 0.16
C -3.73 3.00 -7.47
C 1.90 10.97 5.86
C 2.79 -3.76 8.86
C 0.91 -2.00 0.95
C 2.48 1.65 -6.90
C 0.58 -8.52 11.27
C 3.64 4.76 -4.32
C -1.09 2.66 1.30
C -0.79 -8.55 3.87
C -0.41 -7.67 11.99
C -0.47 -1.06 -3.23
C -2.24 3.23 0.38
C -3.42 -0.57 -9.66
C -2.86 -8.08 -0.99
C -5.20 2.57 -11.87
C 0.49 -3.12 1.92
C 0.23 -0.44 -2.07
C -2.36 3.41 -7.02
C -5.01 -6.68 1.92
H 1.03 -1.09 -1.72
H 4.04 5.52 -5.00
H -5.10 -4.53 1.97
H 2.35 11.87 5.43
H 7.52 2.81 -5.79
H -2.00 2.69 -6.28
H 2.63 10.63 6.59
H 0.00 12.66 -0.49
H 1.25 10.38 -0.05
H 1.98 -0.22 -7.72
H 5.52 -9.25 10.23
H -6.29 2.57 -11.83
H 1.25 -3.89 1.85
H 3.75 -3.56 9.34
H -5.27 4.32 -13.42
H -1.37 7.82 5.99
H 0.13 -9.32 10.69
H 0.77 -2.75 2.90
H -2.32 2.76 -0.60
H -0.55 -3.43 1.83
H -1.28 -0.38 -3.50
H -1.65 -6.48 0.03
H -0.67 -8.42 5.97
H -4.85 1.86 -12.62
H 1.06 -2.36 -0.07
H -1.04 -9.58 4.12
H -2.95 7.81 5.39
H -6.34 -5.28 1.03
H -0.85 -7.56 -0.79
H 7.91 0.76 -7.05
H 4.54 4.58 -3.74
H 6.90 1.53 -5.02
H -0.15 10.09 -0.78
H 1.76 5.72 -4.27
H 0.83 0.43 -2.34
H -4.06 -2.43 -8.68
H -0.28 -6.95 5.17
H -0.11 3.06 1.05
H -0.77 -8.17 12.88
H -4.04 -1.08 -7.64
H -1.22 3.05 2.31
H -4.28 3.82 -7.94
H 3.38 0.71 -8.54
H 1.71 1.19 -8.87
H 2.20 -2.84 8.86
H 2.69 6.26 -3.06
H -2.56 -1.94 -7.94
H -2.03 4.28 0.19
H -1.88 6.65 4.80
H 0.10 -1.52 -4.03
H 5.38 -8.70 8.52
H 1.35 -9.04 11.85
H 5.56 -6.36 9.46
H 1.08 -4.95 9.16
H -2.66 0.17 -9.45
H -5.55 -7.39 1.31
H 1.00 11.23 6.41
H -1.19 -7.48 11.25
H -4.25 2.69 -6.57
H 6.11 0.68 -7.18
H -0.09 -8.44 3.04
H -3.12 -1.13 -10.54
H 1.42 1.75 -6.63
H -4.72 -5.24 0.34
H 0.91 -8.32 5.20
H 7.01 -7.33 9.95
H 2.94 2.55 -7.30
H -3.31 -9.05 -0.78
H 1.99 4.50 -2.97
H -3.17 3.18 0.93
H -3.66 -7.35 -0.87
H 2.69 9.49 4.43
H 1.87 -1.67 1.33
H -2.67 -8.24 -2.05
H -5.49 4.76 -11.62
H -1.07 9.40 4.35
H -2.12 8.78 3.06
H -1.62 3.22 -7.80
H 6.95 2.06 -8.04
H -0.96 -1.92 -2.78
H 1.91 -4.51 10.64
H 1.07 9.13 5.32
H -3.92 4.31 -12.29
H -0.03 -6.67 12.19
H 5.76 -6.97 11.01
H -2.42 4.44 -6.68
H 0.02 12.22 1.22
H -1.45 11.84 0.13
H 3.01 -4.01 7.82
H -5.32 -6.42 2.93
*
```

Computed properties:
Kohn-Sham gap	0.3857	Eh
structure (SMILES)	CCOP(=O)(OCC)OCC.CCOP(=O)(OCC)OCC.CCOP(=O)(OCC)OCC.CCOP(=O)(OCC)OCC.CCOP(=O)(OCC)OCC.CCOP(=O)(OCC)OCC

The least stable of them is arrangement w.

Arrangement w

ORCA calculation (ωB97M-V with the def2-TZVPD basis set) on a 2-piece molecular cluster, C2H2N4S overall.

ORCA input file:
```
! RIJCOSX wB97M-V def2-TZVPD def2/J DEFGRID3
* xyz 0 1
S 2.89 -0.45 0.33
N 0.19 -0.89 0.06
N -0.84 -1.20 -0.64
N -1.96 -1.18 -0.09
N 0.47 2.43 -0.64
C 0.33 1.95 0.38
C 1.39 -0.72 0.04
H 0.20 1.52 1.34
H -2.67 -1.45 -0.78
*
```

Computed properties:
Kohn-Sham gap	0.3229	Eh
structure (SMILES)	[H]/N=N/N=C=S.C#N

Arrangement x

ORCA calculation (ωB97M-V with the def2-TZVPD basis set) on an isolated molecule of C2H2N4S.

ORCA input file:
```
! RIJCOSX wB97M-V def2-TZVPD def2/J DEFGRID3
* xyz 0 1
S 3.00 0.04 -1.19
N 0.13 -1.34 0.04
N -0.82 0.68 0.01
N -1.18 -1.39 0.31
N 0.23 -0.04 -0.26
C -1.75 -0.15 0.32
C 1.62 0.55 -0.26
H -2.66 0.08 0.76
H 1.43 1.56 0.26
*
```

Computed properties:
Kohn-Sham gap	0.3002	Eh
structure (SMILES)	S=Cn1ncnn1

The least stable of them is arrangement w.

Arrangement w

ORCA calculation (ωB97M-V with the def2-TZVPD basis set) on C6H6N4O as an isolated structure.

ORCA input file:
```
! RIJCOSX wB97M-V def2-TZVPD def2/J DEFGRID3
* xyz 0 1
O 0.54 -2.64 -1.69
N -3.48 -1.02 0.67
N -0.91 -1.04 -1.04
N -0.16 0.70 0.24
N -2.48 0.79 -0.67
C -1.27 0.19 -0.55
C 2.03 0.98 1.23
C 1.06 0.22 0.38
C -3.09 -0.13 -0.06
C 0.31 -1.61 -1.12
C 1.42 -0.92 -0.35
H 1.76 1.20 2.15
H -2.67 0.60 -1.79
H 2.19 1.95 1.00
H -0.73 1.46 0.76
H 2.96 0.51 1.09
H 2.53 -1.24 -0.27
*
```

Computed properties:
Kohn-Sham gap	0.3146	Eh

Arrangement x

ORCA calculation (ωB97M-V with the def2-TZVPD basis set) on an isolated molecule of C6H6N4O.

ORCA input file:
```
! RIJCOSX wB97M-V def2-TZVPD def2/J DEFGRID3
* xyz 0 1
O 2.72 -2.33 0.14
N 2.52 2.15 -0.23
N 0.45 -1.92 0.12
N -2.04 0.63 0.01
N 0.09 1.38 -0.39
C 1.61 1.18 0.15
C 1.63 -1.98 0.09
C -1.97 -1.63 -0.08
C -2.79 -0.54 -0.06
C -0.65 -1.13 0.04
C -0.70 0.31 0.05
H 1.89 0.25 0.59
H -3.89 -0.52 0.12
H -2.08 -2.65 -0.02
H -2.31 1.63 0.11
H 3.37 2.38 0.30
H 2.14 2.78 -0.94
*
```

Computed properties:
Kohn-Sham gap (alpha / beta)	0.2553 / 0.2556	Eh
structure (SMILES)	N/C=N/c1[nH]ccc1N=C=O

The least stable of them is arrangement w.

Arrangement w

ORCA calculation (ωB97M-V with the def2-TZVPD basis set) on a 2-piece molecular cluster, CH4F2Si overall.

ORCA input file:
```
! RIJCOSX wB97M-V def2-TZVPD def2/J DEFGRID3
* xyz 0 1
Si -1.36 -0.13 0.28
F 2.51 1.36 0.30
F -1.92 1.24 -0.23
C 0.25 -0.56 -0.35
H 0.05 -0.81 -1.34
H -2.31 -0.59 1.25
H 0.96 -1.35 0.14
H 1.82 0.84 -0.04
*
```

Computed properties:
Kohn-Sham gap	0.3050	Eh
structure (SMILES)	C=[SiH]F.F

Arrangement x

ORCA calculation (ωB97M-V with the def2-TZVPD basis set) on an isolated molecule of CH4F2Si.

ORCA input file:
```
! RIJCOSX wB97M-V def2-TZVPD def2/J DEFGRID3
* xyz 0 1
Si -0.18 -0.86 -0.07
F -1.18 -1.06 -1.24
F -1.17 -1.04 1.13
C 0.41 0.88 0.01
H 0.51 1.42 -1.00
H 1.27 1.16 0.49
H 0.80 -1.87 0.14
H -0.46 1.36 0.54
*
```

Computed properties:
Kohn-Sham gap	0.4669	Eh
structure (SMILES)	C[SiH](F)F

The least stable of them is arrangement w.